1.
{
  "formula": "C17H23N3O4PPtS4",
  "method": "wB97M-V/def2-TZVPD",
  "elements": ["Pt", "O", "N", "C", "C", "C", "C", "C", "S", "H", "H", "H", "H", "O", "C", "N", "S", "C", "N", "C", "C", "C", "C", "H", "H", "H", "H", "H", "C", "C", "C", "O", "P", "S", "S", "O", "C", "C", "C", "H", "H", "H", "H", "H", "H", "H", "H", "H", "H", "H", "H", "H", "H"],
  "positions_angstrom": [[0.16485, 0.38528, -1.64217], [2.28075, 0.63988, -1.99597], [2.72955, 1.64048, -1.29127], [3.85845, 1.47938, -0.57637], [4.37255, 2.48898, 0.18983], [3.69895, 3.71258, 0.24563], [2.53525, 3.86558, -0.48127], [2.02745, 2.82558, -1.24947], [0.57195, 2.92818, -2.13447], [4.29105, 0.49288, -0.65357], [5.27705, 2.32168, 0.75433], [4.07235, 4.51508, 0.86503], [1.97155, 4.78218, -0.43967], [-4.19485, 0.70058, -1.81897], [-3.02765, 0.51878, -1.72057], [-1.89205, 0.23978, -1.60957], [0.67665, -2.05462, -2.06817], [-0.13965, -2.05332, -3.60097], [-1.53555, -2.14482, -3.55237], [-2.26295, -2.06272, -4.73927], [-1.63235, -2.09822, -5.94497], [-0.22995, -2.13192, -6.01817], [0.50015, -2.09012, -4.80877], [-1.95505, -1.77082, -2.70777], [-3.33535, -1.99542, -4.62377], [-2.22525, -2.07212, -6.85227], [0.28335, -2.13442, -6.96987], [1.57795, -2.04082, -4.82027], [-2.75185, -0.12782, 1.55633], [-2.29365, 0.77898, 2.69333], [-2.16065, 2.21918, 2.22363], [-1.10135, 0.26128, 3.25993], [0.42945, 0.78698, 2.98623], [0.85485, 2.31978, 4.14563], [0.91935, 0.91818, 1.04453], [1.22705, -0.44092, 3.67113], [1.02965, -1.84172, 3.56543], [0.15655, -2.27752, 4.74133], [0.44495, -2.29242, 2.23593], [-3.67745, 0.24778, 1.12723], [-2.91155, -1.14652, 1.91203], [-1.99185, -0.13732, 0.77603], [-3.02215, 0.72968, 3.52163], [-1.51905, 2.25128, 1.34463], [-1.71845, 2.83028, 3.01003], [-3.14345, 2.60948, 1.96403], [2.04175, -2.26422, 3.68203], [-0.83155, -1.84212, 4.62133], [0.58475, -1.90202, 5.66823], [0.07925, -3.36172, 4.79043], [-0.56445, -1.91012, 2.12423], [0.42125, -3.38032, 2.19253], [1.03955, -1.91582, 1.40713]],
  "atomic_forces_ev_per_a": [[0.833, -0.282, -1.678], [-1.234, -1.172, -0.135], [0.398, 1.664, 0.972], [-0.136, -0.211, -0.239], [0.061, 0.407, 0.084], [-0.163, -0.313, -0.307], [0.740, 0.146, 0.417], [-0.056, -0.591, -0.420], [-0.726, -0.823, 0.261], [-0.072, 0.000, 0.006], [-0.001, -0.075, 0.044], [-0.017, 0.040, 0.053], [-0.122, 0.044, -0.015], [-1.541, 0.408, -0.105], [1.135, -0.448, 0.056], [1.403, -0.016, 0.014], [-0.574, 1.492, 0.489], [0.207, -0.500, 0.190], [-0.112, 0.195, -0.435], [0.066, -0.022, 0.079], [-0.428, 0.047, 0.038], [0.400, -0.093, -0.035], [-0.273, 0.083, -0.158], [0.109, 0.003, -0.061], [0.006, 0.006, -0.041], [-0.060, 0.003, 0.066], [-0.024, 0.000, -0.028], [0.067, -0.006, 0.104], [0.240, 0.085, 0.291], [-0.645, 0.149, -0.248], [-0.026, -0.071, 0.150], [0.948, -0.206, 0.054], [0.364, 0.015, -0.348], [-0.057, 0.246, 0.085], [-0.389, -0.097, 1.216], [0.081, 0.119, 0.152], [-0.202, -0.307, -0.023], [0.241, 0.126, -0.141], [0.267, 0.065, 0.047], [-0.158, 0.028, -0.085], [-0.017, -0.064, 0.029], [-0.006, -0.039, 0.001], [0.118, 0.066, -0.187], [0.017, 0.132, -0.050], [-0.023, 0.060, -0.065], [-0.120, 0.011, -0.054], [-0.238, 0.034, -0.030], [-0.132, 0.003, 0.000], [0.028, -0.005, 0.123], [-0.024, -0.178, -0.009], [-0.114, 0.002, -0.085], [-0.009, -0.145, 0.037], [-0.030, -0.015, -0.074]],
  "mulliken_spin": [0.08, 0.01, 0.00, 0.00, 0.00, 0.00, 0.00, 0.00, 0.01, 0.00, 0.00, 0.00, 0.00, 0.00, 0.00, 0.02, -0.04, 0.24, 0.23, 0.24, -0.14, 0.44, -0.12, -0.04, 0.03, -0.01, 0.05, -0.01, 0.00, 0.00, 0.00, 0.00, 0.00, 0.00, 0.01, 0.00, 0.00, 0.00, 0.00, 0.00, 0.00, 0.00, 0.00, 0.00, 0.00, 0.00, 0.00, 0.00, 0.00, 0.00, 0.00, 0.00, 0.00],
  "relative_energy_kcal_mol": 0.00,
  "e_lumo_ev": [4.674, 4.670],
  "e_homo_ev": [-0.1, -1.4],
  "mol_weight_da": 687.71,
  "charge": -2,
  "multiplicity": 2,
  "homo_lumo_gap_ha": [0.174, 0.223],
  "e_tot_ha": -3180.35711
}

=====

2.
{
  "formula": "C42H51AsCl2CsI2N2O2P2",
  "method": "wB97M-V/def2-TZVPD",
  "elements": ["Cs", "N", "C", "C", "C", "N", "H", "H", "H", "H", "H", "H", "H", "H", "H", "H", "I", "C", "I", "H", "H", "C", "P", "C", "C", "C", "P", "C", "C", "H", "H", "H", "H", "H", "H", "H", "H", "H", "H", "H", "H", "H", "H", "H", "H", "C", "C", "C", "C", "C", "C", "As", "C", "C", "C", "C", "C", "C", "C", "C", "C", "C", "C", "C", "H", "H", "H", "H", "H", "H", "H", "H", "H", "H", "H", "H", "H", "Cl", "C", "C", "C", "C", "C", "C", "C", "O", "O", "H", "H", "H", "H", "Cl", "C", "C", "C", "C", "C", "C", "C", "H", "H", "H", "H", "H", "H"],
  "positions_angstrom": [[0.75749, 0.69105, 0.11934], [0.15137, 0.54423, -2.94655], [1.16722, 1.41513, -3.55667], [0.68461, 2.86709, -3.58565], [0.52460, 3.58477, -2.24403], [-0.62464, 3.08270, -1.46939], [0.43230, -0.43649, -2.98723], [-0.72291, 0.59809, -3.45762], [1.41106, 1.09556, -4.57924], [2.08204, 1.36190, -2.95612], [-0.26189, 2.92258, -4.13960], [1.40327, 3.44392, -4.17863], [0.44241, 4.66836, -2.41512], [1.43942, 3.41821, -1.66463], [-1.50105, 3.22644, -1.95970], [-0.70769, 3.58972, -0.58999], [-2.17575, 3.85059, 2.06149], [-0.40570, 4.86809, 2.59333], [1.32795, 3.95467, 1.89649], [-0.35499, 4.95393, 3.67206], [-0.49257, 5.84717, 2.13662], [3.52785, 1.31335, 4.06518], [2.78856, 0.32082, 2.71729], [4.28941, -0.40268, 1.96399], [2.16173, -1.13208, 3.67213], [0.85069, -0.82273, 4.41228], [-0.54430, -0.20224, 3.33687], [-1.62726, -1.68399, 3.33709], [-1.48503, 0.78791, 4.55629], [4.28865, 0.76747, 4.63228], [2.74760, 1.63889, 4.75695], [3.98041, 2.21110, 3.64478], [4.90745, -0.93461, 2.69545], [4.88680, 0.38338, 1.50646], [4.00223, -1.10272, 1.17836], [2.92614, -1.47675, 4.38021], [2.01306, -1.95217, 2.96036], [1.03048, -0.06029, 5.17931], [0.49222, -1.70557, 4.95259], [-1.77591, -2.07312, 4.34987], [-1.21418, -2.47949, 2.71549], [-2.61064, -1.46061, 2.91844], [-1.70582, 0.22562, 5.47005], [-2.42462, 1.12704, 4.12623], [-0.92531, 1.68442, 4.82788], [-4.69085, -4.65544, 1.17853], [-3.33731, -4.73800, 0.88322], [-2.62874, -3.61095, 0.48808], [-3.27863, -2.38591, 0.37979], [-4.63379, -2.30306, 0.67002], [-5.33644, -3.43332, 1.07029], [-2.21205, -0.79800, -0.16694], [-3.68536, 0.55497, -0.25510], [-4.24596, 1.26332, 0.79713], [-5.16329, 2.27673, 0.53733], [-5.49460, 2.60002, -0.77190], [-4.93425, 1.89680, -1.82955], [-4.03723, 0.86726, -1.56699], [-3.40534, 0.00446, -2.60481], [-3.65446, 0.05567, -3.97204], [-3.05483, -0.87387, -4.81099], [-2.21537, -1.85499, -4.29259], [-1.94147, -1.89521, -2.93027], [-2.52770, -0.94932, -2.10494], [-5.23897, -5.53372, 1.49332], [-2.81114, -5.68114, 0.96601], [-1.56985, -3.68600, 0.27949], [-5.15381, -1.35741, 0.58840], [-6.39209, -3.35107, 1.29718], [-3.97601, 1.03885, 1.82396], [-5.61392, 2.82101, 1.35763], [-6.19443, 3.40122, -0.97101], [-5.20194, 2.15235, -2.84695], [-4.32936, 0.79716, -4.37984], [-3.25832, -0.84105, -5.87353], [-1.76763, -2.58633, -4.95357], [-1.27795, -2.64766, -2.52011], [7.52955, 4.80392, -4.21744], [6.44000, 4.08293, -3.04802], [5.93486, 4.86357, -2.02325], [5.07529, 4.28340, -1.10206], [4.70807, 2.94978, -1.22001], [5.22544, 2.19004, -2.26340], [6.10720, 2.74651, -3.17740], [3.72525, 2.32362, -0.25522], [3.00804, 1.39988, -0.72433], [3.66641, 2.78928, 0.90275], [6.21667, 5.90498, -1.94967], [4.68234, 4.85673, -0.27520], [4.91273, 1.15973, -2.35410], [6.52261, 2.15943, -3.98481], [1.72693, -8.22562, 0.23811], [1.38691, -6.50376, 0.14988], [1.12367, -5.77951, 1.29933], [0.84163, -4.42817, 1.23095], [0.81583, -3.71767, -0.00137], [0.43686, -2.36756, -0.09530], [1.09372, -4.50923, -1.15107], [1.37376, -5.85590, -1.07984], [1.13102, -6.27687, 2.26218], [0.62595, -3.89769, 2.15206], [0.47810, -1.71144, 0.76626], [0.64688, -1.85422, -1.03443], [1.08970, -4.03423, -2.12696], [1.58088, -6.41796, -1.98186]],
  "atomic_forces_ev_per_a": [[-1.270, 0.460, 0.011], [0.309, -0.349, -0.156], [-0.303, 0.045, 0.272], [0.025, 0.136, -0.211], [-0.219, -0.240, 0.075], [0.152, 0.219, 0.185], [0.001, 0.280, -0.059], [-0.034, 0.054, -0.009], [0.066, 0.151, -0.017], [-0.095, -0.063, -0.031], [-0.048, -0.024, 0.009], [-0.008, -0.031, 0.029], [0.128, -0.083, -0.125], [-0.119, 0.024, 0.092], [0.066, -0.019, -0.103], [0.039, -0.038, -0.172], [-0.334, -0.223, -0.071], [-0.301, 0.587, 0.183], [0.803, -0.297, -0.182], [-0.122, -0.006, 0.001], [0.029, 0.039, 0.126], [0.117, 0.061, 0.255], [0.031, 0.094, 0.132], [0.167, -0.244, 0.095], [-0.008, -0.125, 0.087], [-0.031, 0.050, 0.162], [0.013, -0.164, -0.108], [-0.109, -0.265, 0.098], [0.050, 0.102, 0.422], [-0.024, -0.048, -0.021], [-0.019, -0.010, -0.019], [-0.004, 0.000, -0.112], [-0.038, 0.020, 0.001], [-0.053, 0.115, -0.008], [-0.048, -0.010, -0.020], [-0.070, -0.007, 0.014], [-0.039, 0.064, -0.051], [0.014, 0.033, -0.094], [0.056, 0.000, -0.012], [0.038, 0.021, -0.004], [0.104, 0.032, -0.025], [0.036, 0.134, -0.009], [0.032, -0.005, -0.035], [-0.089, -0.037, -0.126], [0.061, 0.014, -0.017], [0.040, 0.035, -0.014], [0.055, -0.053, 0.026], [-0.105, -0.137, 0.056], [0.180, 0.420, -0.214], [-0.119, -0.044, 0.046], [-0.024, 0.061, 0.012], [-1.275, -0.156, -0.171], [0.416, -0.477, 0.159], [-0.071, 0.143, -0.047], [0.051, -0.024, 0.114], [-0.007, -0.022, -0.136], [-0.022, 0.092, 0.162], [0.135, -0.171, -0.570], [-0.256, 0.375, 0.255], [0.028, -0.085, -0.010], [-0.024, 0.045, 0.007], [0.037, -0.026, 0.008], [-0.056, 0.103, -0.241], [0.310, -0.414, 0.682], [-0.007, -0.042, 0.002], [-0.019, -0.024, 0.002], [-0.003, 0.076, -0.050], [-0.011, 0.015, -0.017], [-0.031, -0.014, 0.005], [0.015, -0.058, -0.003], [-0.014, 0.023, 0.029], [-0.023, 0.017, 0.013], [-0.006, 0.000, -0.027], [-0.013, 0.021, -0.041], [0.016, -0.017, -0.029], [-0.004, -0.010, -0.019], [0.017, 0.003, 0.062], [-0.063, -0.031, 0.088], [0.131, 0.086, -0.116], [0.009, 0.020, -0.003], [0.079, -0.069, 0.017], [0.115, -0.028, -0.094], [-0.036, 0.095, -0.048], [-0.053, -0.038, 0.025], [-0.397, -0.258, -0.252], [1.882, 0.631, -0.354], [0.097, 0.241, 0.142], [-0.003, 0.007, -0.001], [-0.041, 0.046, 0.061], [-0.003, -0.061, 0.002], [0.002, 0.004, -0.009], [0.000, 0.047, 0.010], [0.033, -0.029, -0.085], [-0.049, 0.012, 0.176], [0.052, -0.127, 0.009], [-0.213, 0.143, 0.088], [0.303, 0.075, -0.351], [0.044, -0.074, -0.128], [-0.027, -0.060, 0.033], [0.008, -0.023, -0.009], [0.012, 0.044, 0.017], [-0.044, -0.658, 0.296], [-0.005, -0.145, -0.006], [0.004, 0.047, 0.008], [0.006, -0.003, -0.022]],
  "mulliken_charge": [1.10, 0.05, -0.46, -0.93, -0.19, -0.10, 0.10, -0.09, 0.37, 0.29, 0.33, 0.46, 0.39, 0.02, 0.19, -0.11, 0.07, -0.92, 0.30, 0.46, 0.44, -1.49, 0.79, -1.30, -0.47, -1.67, 1.43, -1.21, -1.46, 0.39, 0.35, 0.27, 0.50, 0.37, 0.24, 0.59, 0.06, 0.44, 0.58, 0.60, -0.02, 0.37, 0.39, 0.28, 0.33, -0.61, -0.77, -0.19, 0.26, -0.31, -0.71, 1.13, 0.23, -1.24, -0.62, -0.77, -0.60, 0.35, 0.48, -0.51, -0.89, -0.58, -0.66, 0.14, 0.37, 0.51, 0.36, 0.30, 0.40, 0.67, 0.49, 0.40, 0.37, 0.36, 0.39, 0.45, 0.44, -0.25, 0.48, -0.74, -0.26, 0.25, -0.03, -0.88, 0.07, -0.96, -0.78, 0.41, 0.42, 0.39, 0.41, -0.30, 0.25, -1.03, 0.40, -0.57, 1.89, -0.47, -0.86, 0.39, 0.23, -1.99, 0.06, 0.35, 0.38],
  "relative_energy_kcal_mol": 26.28,
  "e_lumo_ev": 1.669,
  "e_homo_ev": -3.1,
  "mol_weight_da": 1210.37,
  "charge": -1,
  "multiplicity": 1,
  "homo_lumo_gap_ha": 0.174,
  "e_tot_ha": -6345.50893
}

=====

3.
{
  "formula": "C5H6N2O",
  "method": "wB97M-V/def2-TZVPD",
  "elements": ["C", "C", "C", "C", "C", "H", "H", "H", "H", "H", "H", "N", "N", "O"],
  "positions_angstrom": [[-0.17144, 0.82176, -0.13414], [-1.58794, 0.67460, -0.38797], [-1.27642, -1.30098, -0.00605], [-0.07305, -0.63521, -0.09532], [1.08785, -1.35335, -0.18015], [0.67172, 2.93572, -0.17724], [1.11735, 1.68038, 1.32502], [-2.18001, 1.52480, -0.58873], [-1.50826, -2.35557, 0.69380], [1.01335, -2.49069, -0.38081], [1.93167, 0.16663, 0.05054], [1.00536, 1.65008, -0.00502], [-2.25694, -0.47988, 0.05417], [2.22675, -0.83828, -0.16810]],
  "atomic_forces_ev_per_a": [[-4.087, -3.595, -1.073], [0.726, 4.619, 2.060], [-2.141, -4.896, 4.500], [5.132, -1.406, 0.527], [-3.710, -3.684, -0.679], [1.331, -5.204, 0.561], [-0.359, 0.165, -4.942], [-0.839, 0.904, -0.337], [1.251, 2.548, -2.770], [0.354, 1.852, 0.484], [2.031, -1.656, -1.025], [-2.191, 4.609, 4.199], [0.333, 1.781, -2.498], [2.171, 3.964, 0.993]],
  "mulliken_charge": [0.30, -0.43, -0.57, 0.49, -0.14, 0.36, 0.38, 0.46, 0.23, 0.30, 0.54, -0.90, -0.49, -0.52],
  "relative_energy_kcal_mol": 144.47,
  "e_lumo_ev": -0.181,
  "e_homo_ev": -8.2,
  "mol_weight_da": 110.12,
  "multiplicity": 1,
  "homo_lumo_gap_ha": 0.293,
  "e_tot_ha": -378.64072
}

=====

Q: Which of these has the highest multiplicity?
A: C17H23N3O4PPtS4

=====

Q: What is the formula in the third record?
A: C5H6N2O